Record 1
ORCA calculation (ωB97M-V with the def2-TZVPD basis set) on an isolated ion of composition C4H7N2 and charge +1.

```
! wB97M-V def2-TZVPD RIJCOSX def2/J DEFGRID3
* xyz 1 1
C 1.5435 0.0256 0.0339
C 2.1523 1.1673 -0.0049
C 0.1812 -0.4949 -0.0018
C -1.3980 1.4183 0.0229
N -1.0085 0.1525 0.0083
N 0.0834 -1.8525 0.0166
H 2.2374 -0.8250 0.1238
H 2.4246 2.1842 -0.0733
H -2.4432 1.6477 0.0007
H -0.6644 2.2041 0.0450
H -1.7828 -0.5133 -0.0095
H 0.8957 -2.4343 -0.1026
H -0.8089 -2.3187 0.0099
*
```

Computed properties:
**M**: 83.11 g mol⁻¹
**ΔE to the lowest compared entry with this formula, charge and spin**: 120.13 kcal per mole
**Largest force on an atom**: 1.91 eV/A
**Orbital gap (alpha / beta)**: 7.86 / 7.78 eV
**Electronic energy**: -265.7170 hartree
**HOMO (alpha / beta)**: -13.3 / -12.2 eV

***

Record 2
ORCA calculation (ωB97M-V with the def2-TZVPD basis set) on C5H7FO2 as an isolated structure.

```
! wB97M-V def2-TZVPD RIJCOSX def2/J DEFGRID3
* xyz 0 1
C 1.5992 0.3534 -0.4952
C 0.4174 0.4724 -1.5691
C -0.5114 -0.5768 0.3077
C 1.1138 -0.6104 0.6612
C -1.4950 -1.1649 1.1336
H 1.3924 2.1982 0.8536
H 2.5993 -0.1080 -0.9671
H 0.6143 -0.3032 -2.2329
H 0.2576 1.5300 -1.9782
H 1.5784 -0.4391 1.6252
H 1.4622 -1.6116 0.4599
H -1.1618 -1.4628 2.2148
O 2.0429 1.7967 -0.1416
O -0.7262 0.2573 -0.7500
F -2.6689 -0.7864 0.7699
*
```

Computed properties:
**M**: 118.11 g mol⁻¹
**ΔE to the lowest compared entry with this formula, charge and spin**: 84.32 kcal per mole
**Largest force on an atom**: 6.89 eV/A
**Orbital gap**: 9.01 eV
**Electronic energy**: -444.8991 hartree
**HOMO**: -8.4 eV